No. 1
{"formula": "C30H35AsN7O5SW", "method": "ωB97M-V/def2-TZVPD", "energy_ev": -125841.2440, "homo_ev": [-10.29, -10.29], "lumo_energy_ev": [-3.516, -3.513], "de_lowest_kj_mol": 8.19, "orbital_gap_ev": [6.770, 6.772], "total_charge": 1, "symbols": ["W", "As", "S", "O", "O", "O", "O", "O", "N", "N", "N", "N", "N", "N", "N", "C", "C", "C", "C", "C", "C", "C", "C", "C", "C", "C", "C", "C", "C", "C", "C", "C", "C", "C", "C", "C", "C", "C", "C", "C", "C", "C", "C", "C", "C", "H", "H", "H", "H", "H", "H", "H", "H", "H", "H", "H", "H", "H", "H", "H", "H", "H", "H", "H", "H", "H", "H", "H", "H", "H", "H", "H", "H", "H", "H", "H", "H", "H", "H", "H"], "coordinates": [[-0.435, -0.485, -0.367], [1.744, 0.442, -1.673], [1.449, -0.948, 1.155], [-3.301, -6.256, -5.206], [-2.144, -1.549, -1.250], [-0.133, -2.307, -1.433], [-0.975, 0.714, -1.847], [-4.850, -4.858, -4.226], [0.315, 1.308, 1.998], [-2.876, -2.844, 2.340], [-0.347, 1.055, 0.847], [-2.523, -1.749, 1.790], [2.149, 0.632, 3.203], [-1.918, -3.749, 2.080], [-1.343, -1.922, 1.162], [-1.867, -6.074, 0.152], [1.995, -1.519, -3.852], [-3.764, 2.980, -2.446], [-1.839, -3.428, -2.697], [-2.704, -6.024, 1.427], [0.873, -2.546, -6.202], [-3.220, -3.532, -2.957], [2.186, -2.848, -5.863], [-4.139, -5.599, 1.134], [0.684, -1.213, -4.208], [-1.316, -5.276, -4.171], [2.635, -1.042, -2.570], [3.165, 1.237, -0.626], [-1.375, -2.401, -1.781], [-2.658, 2.186, -2.712], [-3.562, 2.534, -0.092], [-2.666, -5.371, -4.411], [-0.910, -4.275, -3.292], [-1.713, 0.959, 0.681], [-3.596, -4.520, -3.818], [-2.438, 1.760, -0.339], [-4.690, -5.892, -5.199], [1.459, 1.812, -3.011], [0.127, -1.724, -5.373], [1.281, 0.458, 2.184], [-2.055, -5.148, 2.501], [-2.016, 1.571, -1.650], [-4.222, 3.150, -1.145], [-0.979, -3.169, 1.351], [2.741, -2.335, -4.701], [1.437, 2.775, -2.503], [-2.717, -7.025, 1.867], [0.141, -4.134, -3.078], [-4.753, -5.605, 2.035], [3.672, -0.744, -2.735], [0.519, 1.651, -3.524], [-2.262, 0.648, 1.566], [-5.097, 3.757, -0.956], [-0.611, -5.940, -4.650], [2.737, 1.954, 0.072], [-0.827, -6.342, 0.354], [2.161, 1.516, 3.683], [-3.930, -2.861, -2.494], [-2.649, -5.126, 3.412], [3.840, 1.751, -1.308], [-5.287, -6.756, -4.915], [-3.916, 2.659, 0.925], [0.441, -2.941, -7.112], [2.782, -3.480, -6.509], [-1.056, -5.508, 2.746], [2.650, -1.853, -1.836], [3.703, 0.467, -0.080], [2.903, -0.012, 3.350], [-4.590, -6.278, 0.411], [-4.177, -4.594, 0.709], [-4.968, -5.517, -6.184], [-0.896, -1.475, -5.629], [3.767, -2.575, -4.445], [-2.272, -6.817, -0.535], [2.285, 1.793, -3.720], [-4.288, 3.455, -3.266], [-1.884, -5.117, -0.377], [0.076, -0.569, -3.583], [-2.309, 2.022, -3.724], [-0.081, -3.639, 0.989]], "mulliken_charge": [1.277, 0.894, -0.572, -0.487, -0.970, -1.087, 0.318, -0.504, -1.428, -0.824, 0.997, -0.336, -0.445, 0.712, 0.118, -1.246, 0.917, -0.709, 0.397, 0.892, -0.552, -0.855, -0.728, -1.480, 0.396, -1.459, -1.401, -1.428, 1.381, -1.036, -0.839, 1.015, -0.030, -0.829, 0.481, 0.597, -0.239, -1.382, -1.001, 0.848, -1.229, 0.583, -0.717, -0.475, -0.712, 0.452, 0.349, 0.557, 0.393, 0.743, 0.315, 0.470, 0.411, 0.527, 0.399, 0.361, 0.253, 0.644, 0.398, 0.495, 0.254, 0.489, 0.439, 0.428, 0.437, 0.490, 0.412, 0.204, 0.439, 0.221, 0.270, 0.429, 0.477, 0.478, 0.459, 0.448, 0.060, 0.033, 0.433, 0.513]}


No. 2
{"formula": "C30H35F3N3O8Pb", "method": "ωB97M-V/def2-TZVPD", "energy_ev": -65933.3385, "homo_ev": -3.76, "lumo_energy_ev": 1.427, "de_lowest_kj_mol": 0.00, "orbital_gap_ev": 5.188, "total_charge": -1, "symbols": ["Pb", "F", "F", "F", "O", "O", "O", "O", "O", "O", "O", "O", "N", "N", "N", "C", "C", "C", "C", "C", "C", "C", "C", "C", "C", "C", "C", "C", "C", "C", "C", "C", "C", "C", "C", "C", "C", "C", "C", "C", "C", "C", "C", "C", "C", "H", "H", "H", "H", "H", "H", "H", "H", "H", "H", "H", "H", "H", "H", "H", "H", "H", "H", "H", "H", "H", "H", "H", "H", "H", "H", "H", "H", "H", "H", "H", "H", "H", "H", "H"], "coordinates": [[14.553, 10.343, 12.551], [14.866, 4.926, 13.563], [14.330, 5.173, 11.418], [12.843, 5.603, 12.968], [15.907, 14.155, 15.195], [17.198, 11.199, 13.511], [15.994, 7.278, 12.423], [16.542, 9.755, 16.538], [15.009, 9.983, 14.919], [7.253, 11.753, 12.336], [13.951, 8.071, 13.022], [14.972, 12.955, 13.479], [14.357, 10.568, 9.916], [7.213, 9.464, 12.690], [12.040, 10.819, 13.276], [17.217, 12.936, 9.642], [15.906, 13.150, 14.250], [16.506, 12.401, 7.417], [17.329, 13.116, 8.270], [12.151, 7.040, 8.610], [13.361, 9.747, 9.138], [13.096, 7.730, 7.574], [11.389, 11.902, 12.795], [17.193, 12.403, 14.271], [7.830, 10.685, 12.597], [14.088, 8.627, 8.339], [17.358, 9.994, 14.286], [15.282, 11.384, 9.353], [14.161, 5.675, 12.674], [10.523, 8.936, 8.458], [15.502, 11.587, 7.959], [14.772, 7.172, 12.708], [12.431, 10.584, 8.200], [12.212, 8.587, 6.639], [16.546, 12.498, 5.927], [16.219, 9.860, 15.353], [9.314, 10.680, 12.858], [11.398, 8.106, 9.427], [11.453, 9.663, 7.440], [18.211, 13.608, 10.568], [16.183, 12.156, 10.143], [11.368, 9.728, 13.666], [12.426, 9.032, 10.139], [10.047, 11.824, 12.492], [10.005, 9.615, 13.426], [11.966, 12.799, 12.597], [18.916, 14.218, 9.978], [12.854, 9.067, 5.889], [14.958, 10.994, 7.237], [11.501, 7.916, 6.081], [17.399, 13.102, 5.617], [11.845, 9.758, 10.703], [16.044, 12.059, 11.217], [10.840, 10.253, 6.742], [9.561, 12.665, 12.011], [9.529, 8.713, 13.810], [12.960, 8.390, 10.888], [17.523, 12.154, 15.306], [10.762, 7.649, 10.210], [6.239, 9.457, 12.396], [9.825, 8.264, 7.887], [7.760, 8.649, 12.420], [11.881, 11.333, 8.810], [14.809, 9.086, 7.627], [11.920, 8.944, 14.164], [18.340, 9.959, 14.805], [9.927, 9.683, 9.020], [18.806, 12.830, 11.095], [18.125, 13.726, 7.863], [16.671, 11.483, 5.515], [13.670, 6.967, 7.015], [12.694, 6.365, 9.282], [11.417, 6.430, 8.022], [15.614, 12.934, 5.519], [13.044, 11.151, 7.457], [17.956, 13.069, 13.819], [17.735, 14.252, 11.321], [17.289, 9.169, 13.562], [15.025, 14.573, 15.176], [14.675, 7.997, 9.021]], "mulliken_charge": [1.313, -0.274, -0.266, -0.246, -0.536, -0.395, -0.688, -0.745, -0.703, -0.629, -0.456, -0.430, -0.088, -0.402, -0.126, 0.505, 0.519, -0.215, -0.894, -1.533, 1.359, 0.419, -0.227, -0.656, 0.114, -1.166, -0.629, 0.704, 0.689, -1.586, 0.331, 0.542, -0.744, -1.334, -1.695, 0.688, 0.883, 0.851, 0.360, -1.254, -0.474, -0.469, -1.012, -0.848, -0.795, 0.465, 0.341, 0.481, 0.551, 0.493, 0.390, -0.518, -0.136, 0.288, 0.445, 0.469, -0.406, 0.496, 0.454, 0.269, 0.528, 0.231, 0.357, 0.418, 0.569, 0.287, 0.374, 0.204, 0.193, 0.319, 0.283, 0.328, 0.558, 0.309, 0.411, 0.457, 0.242, 0.337, 0.385, 0.366]}


No. 3
{"formula": "C30H35FeN6O3Si", "method": "ωB97M-V/def2-TZVPD", "s2": 0.763, "energy_ev": -89013.1598, "homo_ev": [-12.17, -11.56], "lumo_energy_ev": [-6.276, -6.283], "multiplicity": 2, "de_lowest_kj_mol": 142.83, "orbital_gap_ev": [5.894, 5.278], "total_charge": 2, "symbols": ["Fe", "Si", "O", "O", "O", "N", "N", "N", "N", "N", "N", "C", "C", "C", "C", "C", "C", "C", "C", "C", "C", "C", "C", "C", "C", "C", "C", "C", "C", "C", "C", "C", "C", "C", "C", "C", "C", "C", "C", "C", "C", "H", "H", "H", "H", "H", "H", "H", "H", "H", "H", "H", "H", "H", "H", "H", "H", "H", "H", "H", "H", "H", "H", "H", "H", "H", "H", "H", "H", "H", "H", "H", "H", "H", "H", "H"], "coordinates": [[0.257, -0.036, -0.233], [-1.517, 3.134, 0.288], [1.769, -6.785, -1.118], [-4.299, -5.168, 0.068], [0.111, 0.605, 2.057], [4.938, 0.810, -0.331], [0.930, -1.913, -0.624], [-1.441, -1.132, 0.138], [2.164, 0.570, -0.180], [0.403, 2.987, 0.526], [5.143, -0.183, 1.725], [2.662, -3.547, -0.883], [0.141, -2.891, -0.139], [0.584, -4.186, 0.070], [-2.395, 2.511, 1.786], [1.991, 3.752, 2.128], [0.973, 2.891, 1.753], [-3.126, 2.054, -1.700], [0.542, 1.804, 2.716], [2.765, 1.121, -1.253], [-1.807, 2.139, -1.240], [0.974, 3.820, -0.396], [-1.124, 0.741, -3.108], [2.357, -5.956, -0.140], [2.943, 0.145, 0.802], [4.141, 1.227, -1.308], [-0.813, 1.473, -1.968], [-3.438, 1.328, -2.837], [-3.585, -2.933, 0.339], [-3.787, -1.555, 0.393], [2.019, 4.659, -0.096], [-4.742, -3.885, 0.439], [-2.438, 0.673, -3.541], [-2.703, -0.710, 0.284], [4.348, 0.265, 0.731], [-2.286, -3.384, 0.187], [-1.250, -2.465, 0.100], [-1.808, 4.948, 0.106], [1.877, -4.533, -0.297], [2.162, -2.265, -1.021], [2.491, 4.669, 1.214], [4.772, -0.577, 2.569], [-3.444, 2.415, 1.499], [-4.778, -1.140, 0.497], [-2.357, 3.222, 2.608], [-0.342, 0.234, -3.654], [-2.852, 0.360, 0.300], [3.259, 5.364, 1.513], [-4.461, 1.271, -3.175], [-1.397, 5.349, -0.818], [2.406, 3.671, 3.121], [2.144, 1.445, -2.078], [2.278, -6.728, -1.935], [-5.110, -3.871, 1.477], [6.136, -0.056, 1.639], [2.034, -6.350, 0.827], [-2.052, 1.538, 2.129], [0.252, 1.521, -1.669], [3.663, -3.764, -1.225], [-5.042, -5.780, 0.082], [1.424, 1.588, 3.327], [-0.233, 2.190, 3.388], [4.623, 1.652, -2.178], [-5.556, -3.527, -0.207], [2.429, 5.300, -0.859], [2.463, -0.325, 1.647], [-0.071, -4.931, 0.492], [0.520, 3.816, -1.376], [-2.101, -4.442, 0.098], [-2.886, 5.114, 0.085], [-0.038, -0.054, 2.744], [-1.408, 5.520, 0.942], [-3.928, 2.550, -1.172], [3.449, -5.994, -0.169], [2.764, -1.495, -1.475], [-2.683, 0.115, -4.432]], "lowdin_spin": [0.996, 0.002, -0.001, 0.000, 0.012, -0.006, 0.000, -0.002, -0.006, 0.003, 0.001, 0.001, -0.003, 0.001, 0.000, 0.000, 0.001, 0.004, 0.002, -0.005, 0.003, 0.001, 0.004, -0.001, -0.006, 0.000, 0.005, 0.001, -0.003, 0.000, 0.000, -0.001, 0.003, -0.003, -0.001, 0.000, -0.002, 0.001, -0.005, -0.004, 0.001, 0.000, 0.000, 0.000, 0.000, 0.000, 0.000, 0.000, 0.000, 0.000, 0.000, 0.000, 0.000, 0.000, 0.000, 0.000, 0.000, 0.002, 0.000, 0.000, 0.000, 0.000, 0.000, 0.000, 0.000, 0.001, 0.000, 0.000, 0.000, 0.000, 0.000, 0.000, 0.000, 0.000, 0.000, 0.000]}


No. 4
{"formula": "C30H35IrN3O3S2Se", "method": "ωB97M-V/def2-TZVPD", "energy_ev": -132149.0463, "homo_ev": -3.68, "lumo_energy_ev": 2.384, "orbital_gap_ev": 6.063, "total_charge": -1, "symbols": ["Ir", "Se", "S", "S", "O", "O", "O", "N", "N", "N", "C", "C", "C", "C", "C", "C", "C", "C", "C", "C", "C", "C", "C", "C", "C", "C", "C", "C", "C", "C", "C", "C", "C", "C", "C", "C", "C", "C", "C", "C", "H", "H", "H", "H", "H", "H", "H", "H", "H", "H", "H", "H", "H", "H", "H", "H", "H", "H", "H", "H", "H", "H", "H", "H", "H", "H", "H", "H", "H", "H", "H", "H", "H", "H", "H"], "coordinates": [[-0.502, 2.744, -1.462], [-0.611, -1.249, -1.985], [0.580, 5.025, -2.825], [3.487, 1.067, 0.174], [1.082, 4.553, -1.523], [1.554, 5.674, -3.667], [-0.134, 3.892, -3.471], [-1.401, -1.009, 0.729], [0.643, -1.770, 0.526], [1.502, 1.702, -1.343], [-3.997, -2.652, 0.969], [2.538, 1.681, -3.572], [-1.335, 2.613, 1.443], [-4.877, -2.115, 2.093], [1.202, -1.863, 2.988], [-1.453, -0.903, 3.255], [0.167, 1.967, 3.236], [0.401, -1.638, 1.880], [-0.905, -1.160, 2.011], [-0.398, 2.287, 0.434], [-0.659, -1.145, 4.367], [2.582, 1.526, -2.189], [4.881, 1.080, -3.642], [-0.671, 6.224, -2.461], [0.925, -4.836, -1.726], [-2.723, -0.503, 0.375], [4.930, 0.925, -2.269], [0.648, -1.611, 4.237], [-1.060, 2.464, 2.788], [1.869, -2.302, -0.041], [-2.288, 2.426, -1.567], [0.831, 1.780, 0.936], [1.112, 1.618, 2.293], [3.697, 1.457, -4.287], [0.953, -4.692, -0.209], [-0.457, -1.369, -0.185], [2.071, -3.780, 0.291], [3.765, 1.155, -1.543], [1.827, 1.528, -0.099], [-3.656, -1.613, -0.094], [-0.009, -4.307, 0.144], [2.182, -3.898, 1.371], [-1.811, 2.751, 3.519], [2.078, 1.239, 2.613], [-5.755, -1.606, 1.687], [-3.107, 0.012, 1.256], [-3.071, -3.062, 1.387], [1.897, -5.170, -2.100], [1.613, 1.994, -4.038], [0.179, -5.568, -2.038], [-2.299, 3.000, 1.133], [-3.186, -2.092, -0.954], [5.849, 0.640, -1.774], [-4.349, -1.400, 2.724], [2.225, -2.198, 2.887], [5.777, 0.916, -4.228], [1.247, -1.774, 5.124], [-2.579, 0.248, -0.404], [-4.509, -3.490, 0.488], [-1.330, 5.793, -1.711], [-0.179, 7.120, -2.091], [-1.056, -0.945, 5.354], [2.702, -1.701, 0.331], [1.077, -5.677, 0.250], [3.021, -4.089, -0.158], [3.692, 1.579, -5.362], [-3.131, 2.889, -1.032], [-2.663, 1.926, -2.476], [-5.230, -2.917, 2.744], [-1.216, 6.436, -3.377], [-2.452, -0.505, 3.360], [-4.576, -1.143, -0.459], [1.801, -2.139, -1.117], [0.676, -3.891, -2.209], [0.370, 1.853, 4.293]], "mulliken_charge": [0.914, -0.087, 1.203, -0.489, -0.731, -0.687, -0.754, 1.615, 1.498, 0.039, -0.111, -0.484, -0.480, -1.207, -0.934, -0.483, -0.770, 0.338, 0.376, -0.436, -1.082, -0.854, -0.447, -0.896, -1.174, -0.907, -0.742, -1.006, -0.934, -1.335, -0.844, 1.184, -0.510, -0.710, -0.116, -1.037, -0.798, 1.403, 0.428, -0.637, -0.010, 0.326, 0.397, 0.352, 0.328, 0.773, 0.062, 0.330, 0.465, 0.366, 0.317, 0.226, 0.395, 0.221, 0.493, 0.372, 0.366, -0.543, 0.436, 0.203, 0.335, 0.397, 0.180, 0.421, 0.533, 0.392, 0.299, 0.365, 0.394, 0.300, 0.457, 0.489, 0.638, 0.180, 0.427]}